# C4H15NO2S

3 unconnected molecules or ions with the total composition C4H15NO2S in a non-equilibrium geometry (ωB97M-V with the def2-TZVPD basis set, OMol25).

Atoms and positions in Å:
N  -1.69081  -0.55503  2.17888
C  -0.65738  0.30600  1.58738
C  -1.36499  1.26176  0.51334
C  -1.63206  0.73467  -0.91729
C  -0.39635  0.09228  -1.66587
S  0.99476  1.31402  -1.40766
H  -2.63510  -0.33513  1.88627
H  -1.64592  -1.60261  2.19786
H  0.06995  -0.38692  1.12191
H  -0.10458  0.92486  2.28385
H  -0.82385  2.17547  0.24414
H  -2.36918  1.67587  0.82989
H  -2.37885  -0.22761  -0.73071
H  -2.10762  1.55252  -1.43041
H  -0.41901  -0.90334  -1.07049
H  -0.51327  0.07135  -2.80661
H  0.80611  2.20561  -0.32549
O  0.37505  -2.65875  0.61478
H  0.37558  -3.23223  1.39258
H  0.92633  -1.94979  0.93531
O  2.74583  -1.06261  0.15231
H  2.55491  -0.21739  -0.28997
H  3.52154  -1.48721  -0.20994

* gap between HOMO and LUMO: 9.44 eV
* 2S+1: 1
* LUMO energy: 0.6 eV

The Löwdin scheme yields these atomic charges, measured in e: N -0.03; C -0.25; C -0.26; C -0.31; C -0.47; S 0.68; H 0.05; H 0.08; H 0.06; H 0.09; H 0.04; H 0.12; H 0.15; H 0.09; H 0.09; H 0.09; H -0.09; O -0.07; H 0.05; H -0.02; O -0.08; H -0.05; H 0.04

=====

# C4H15NO2S

3 unconnected molecules or ions with the total composition C4H15NO2S in a non-equilibrium geometry (ωB97M-V with the def2-TZVPD basis set, OMol25).

Atoms and positions in Å:
C  -1.04340  0.19037  0.88531
C  -0.19072  1.40706  0.50303
S  -1.03541  3.02161  0.62481
C  -0.66348  -0.92115  -0.05309
N  -1.73500  -1.14369  -1.05860
C  -1.37978  -0.76548  -2.44484
H  -0.96696  -0.10138  1.94688
H  -2.10797  0.49298  0.84852
H  0.32159  1.31274  -0.44397
H  0.61877  1.54931  1.20368
H  -1.65331  3.07424  -0.58018
H  0.32191  -1.04005  -0.51491
H  -0.82529  -1.91852  0.48868
H  -2.49669  -0.53402  -0.74777
H  -1.49369  -1.62165  -3.10616
H  -0.30065  -0.58876  -2.50721
H  -1.85967  0.12702  -2.85225
H  3.06877  0.70109  0.54607
H  2.85638  0.89801  2.09055
O  3.45472  1.08202  1.35642
H  1.77390  -2.18272  1.01130
H  2.81985  -1.45836  1.85398
O  2.51613  -1.58067  0.94973

* gap between HOMO and LUMO (alpha / beta): 9.77 / 4.40 eV
* 2S+1: 2
* total charge: +1
* LUMO energy (alpha / beta): -3.2 / -8.4 eV

The Löwdin scheme yields these atomic charges, measured in e: C -0.21; C -0.55; S 0.77; C -0.17; N 0.13; C 0.00; H 0.14; H 0.11; H 0.07; H 0.05; H -0.13; H 0.13; H 0.18; H 0.15; H 0.11; H 0.10; H 0.12; H 0.03; H 0.02; O -0.06; H 0.03; H 0.05; O -0.04

=====

# C4H15NO3

4 unconnected molecules or ions with the total composition C4H15NO3 in a non-equilibrium geometry (ωB97M-V with the def2-TZVPD basis set, OMol25).

Atoms and positions in Å:
C  -0.13300  1.63789  0.83078
N  -0.64437  -1.20259  0.05203
C  -0.40423  -0.21084  -0.86945
C  -0.16954  1.07292  -0.56414
C  -0.34003  -0.72524  -2.27755
H  -0.42090  0.91071  1.58968
H  0.87531  2.01479  1.02110
H  -0.79132  2.49365  1.04412
H  -1.09113  -1.00387  0.92972
H  -0.77408  -2.14892  -0.25038
H  -0.09232  1.75348  -1.38877
H  0.11800  -1.71409  -2.28461
H  0.16118  -0.09452  -3.00282
H  -1.34611  -0.92331  -2.65090
H  -2.66928  1.39868  0.30774
H  -3.40377  0.15130  -0.05061
O  -3.46476  0.90424  0.56841
H  3.28857  -1.60899  -0.35061
H  1.81272  -1.78067  -0.65930
O  2.65334  -2.25978  -0.67647
H  2.05841  0.12093  3.61253
H  2.18082  0.62836  2.10085
O  2.59647  0.58585  2.96865

* gap between HOMO and LUMO (alpha / beta): 2.87 / 8.26 eV
* 2S+1: 2
* total charge: -1
* LUMO energy (alpha / beta): 3.7 / 3.5 eV

The Löwdin scheme yields these atomic charges, measured in e: C -0.21; N 0.06; C -0.52; C -0.22; C -0.15; H 0.04; H 0.04; H 0.06; H 0.03; H 0.03; H 0.08; H 0.05; H 0.07; H 0.05; H -0.01; H 0.00; O -0.14; H 0.01; H -0.02; O -0.12; H 0.00; H -0.02; O -0.12

=====

# C4H15NO3

4 unconnected molecules or ions with the total composition C4H15NO3 in a non-equilibrium geometry (ωB97M-V with the def2-TZVPD basis set, OMol25).

Atoms and positions in Å:
C  1.23079  -2.88455  -0.81193
C  0.91167  -1.78695  -1.75336
C  0.06280  -0.84105  -1.37986
N  0.05937  0.33325  -2.24357
C  -0.09180  1.63088  -1.59728
H  0.52798  -2.79801  0.17526
H  1.03888  -3.81975  -1.45984
H  2.19985  -2.85960  -0.50760
H  1.64730  -1.69020  -2.59968
H  -0.65830  -0.82512  -0.52683
H  0.68960  0.26678  -3.00539
H  0.09304  2.47017  -2.32195
H  -1.17149  1.59241  -1.25713
H  0.41098  1.92724  -0.72358
H  2.21283  3.35869  0.73572
H  2.83508  3.68544  -0.67010
O  2.76417  4.04333  0.20642
H  -2.91361  0.58154  0.20299
H  -2.95257  1.87689  -0.54788
O  -2.69089  1.55711  0.22866
H  -2.26800  -2.78753  5.06697
H  -1.25049  -3.35734  6.19110
O  -1.76546  -2.68348  5.84086

* gap between HOMO and LUMO (alpha / beta): 2.35 / 7.97 eV
* 2S+1: 2
* total charge: -1
* LUMO energy (alpha / beta): 3.3 / 3.3 eV

The Löwdin scheme yields these atomic charges, measured in e: C -0.19; C -0.25; C -0.22; N -0.12; C -0.22; H 0.09; H 0.08; H 0.00; H 0.11; H 0.07; H 0.07; H 0.08; H 0.04; H 0.02; H 0.07; H -0.01; O -0.15; H -0.02; H -0.10; O -0.22; H -0.01; H -0.02; O -0.10

=====

# C4H15NO3

3 unconnected molecules or ions with the total composition C4H15NO3 in a non-equilibrium geometry (ωB97M-V with the def2-TZVPD basis set, OMol25).

Atoms and positions in Å:
C  1.16132  2.14719  0.03915
C  0.53557  0.89551  -0.57750
C  -0.55575  1.30782  -1.67401
N  0.22597  -0.18818  0.33033
C  -0.76303  -0.01889  1.36443
O  -0.22633  0.85591  2.42648
H  1.93808  2.48927  -0.71745
H  0.24266  2.90993  0.42614
H  1.95491  1.80282  0.69439
H  1.44444  0.47201  -1.06656
H  -1.04779  2.20213  -1.47081
H  0.15702  1.31605  -2.57772
H  -1.41598  0.65823  -1.63767
H  1.08186  -0.65975  0.59032
H  -1.72121  0.37678  1.03643
H  -0.92407  -0.96894  2.03057
H  0.52935  0.51616  2.94092
O  1.50905  -2.34806  0.07711
H  0.65247  -2.77145  -0.14852
H  1.94021  -3.07337  0.58971
O  -2.22923  -2.80340  -1.15387
H  -2.53630  -3.15040  -0.37668
H  -1.95322  -1.96738  -1.14519

* gap between HOMO and LUMO: 8.96 eV
* 2S+1: 1
* LUMO energy: 0.5 eV

The Löwdin scheme yields these atomic charges, measured in e: C -0.10; C -0.46; C -0.04; N -0.07; C -0.24; O -0.13; H 0.08; H 0.15; H 0.05; H 0.13; H 0.03; H 0.11; H 0.05; H 0.07; H 0.11; H 0.14; H 0.08; O -0.08; H 0.06; H 0.07; O 0.04; H 0.00; H -0.05

=====

# C4H15NO3

4 unconnected molecules or ions with the total composition C4H15NO3 (ωB97M-V with the def2-TZVPD basis set, OMol25).

Atoms and positions in Å:
C  -0.45606  1.47619  1.18555
C  -0.65272  1.64181  -0.32014
C  -0.55347  0.16658  -0.80275
N  0.04896  -0.64106  0.27152
C  0.58885  0.37299  1.18928
H  -1.33559  1.04528  1.67284
H  -0.15008  2.36181  1.74336
H  0.17791  2.24646  -0.67786
H  -1.61709  2.04158  -0.58487
H  -1.54336  -0.16700  -1.08199
H  0.01853  0.07587  -1.73341
H  -0.69395  -1.15803  0.72454
H  1.49934  0.68933  0.68172
H  0.87351  -0.05669  2.14540
O  -1.13179  -6.80722  -0.01738
H  -1.09469  -7.36581  -0.80790
H  -2.01615  -7.01676  0.31024
O  2.83357  -1.62292  3.01531
H  3.06169  -1.97001  2.15248
H  3.33386  -0.83749  3.23902
O  -0.08269  5.25906  -3.88709
H  -0.49891  5.82156  -4.54892
H  -0.60967  4.44447  -3.86897

* gap between HOMO and LUMO: 9.60 eV
* 2S+1: 1
* LUMO energy: 0.8 eV

The Löwdin scheme yields these atomic charges, measured in e: C -0.20; C -0.18; C -0.23; N -0.07; C -0.25; H 0.11; H 0.11; H 0.10; H 0.09; H 0.10; H 0.10; H 0.09; H 0.11; H 0.10; O -0.07; H 0.03; H 0.03; O -0.06; H 0.04; H 0.03; O -0.07; H 0.03; H 0.04

=====

# C4H15NO3

4 unconnected molecules or ions with the total composition C4H15NO3 in a non-equilibrium geometry (ωB97M-V with the def2-TZVPD basis set, OMol25).

Atoms and positions in Å:
C  0.15280  -1.53664  2.17289
C  -0.18718  -1.39302  0.71133
C  -0.13488  -0.35301  -0.10129
N  -0.29331  -0.44691  -1.52889
C  0.37030  -1.58298  -2.17544
H  -0.07844  -2.53129  2.46832
H  1.24561  -1.57055  2.17197
H  -0.39841  -0.88677  2.84536
H  -0.38778  -2.34081  0.21684
H  -0.03002  0.65983  0.25270
H  -1.25946  -0.42652  -1.83071
H  0.06866  -1.63779  -3.21569
H  1.44645  -1.46819  -2.04363
H  0.14190  -2.54806  -1.70906
O  0.07839  2.49714  2.00300
H  0.13749  2.77903  1.08276
H  0.99305  2.28364  2.21528
O  2.11379  1.57343  -1.57044
H  1.36489  0.99609  -1.79998
H  1.62777  2.24863  -1.08448
O  -2.21006  1.96148  -0.01379
H  -3.02456  1.49079  0.15871
H  -1.73701  2.23249  0.77424

* gap between HOMO and LUMO: 9.22 eV
* 2S+1: 1
* LUMO energy: 0.5 eV

The Löwdin scheme yields these atomic charges, measured in e: C -0.09; C -0.14; C -0.19; N -0.12; C -0.12; H 0.05; H 0.08; H 0.07; H 0.09; H 0.06; H 0.11; H 0.08; H 0.08; H 0.06; O -0.05; H 0.03; H 0.05; O -0.07; H 0.00; H 0.02; O -0.05; H 0.04; H 0.00

=====

# C4H15NO3

5 unconnected molecules or ions with the total composition C4H15NO3 in a non-equilibrium geometry (ωB97M-V with the def2-TZVPD basis set, OMol25).

Atoms and positions in Å:
C  -0.50438  2.91426  -0.85240
C  -1.38514  1.81256  -0.61458
C  -1.18220  0.92566  0.48922
N  -1.94412  -0.02753  0.86897
C  0.34706  -1.46196  -1.59343
H  -1.03255  3.87199  -0.71422
H  0.34003  2.88054  -0.16584
H  -0.12533  2.90575  -1.88201
H  -2.27129  1.63511  -1.23045
H  -0.25615  1.04037  1.04413
H  -2.82084  -0.05412  0.31617
H  0.66178  -0.72474  -0.85806
H  0.39419  -2.43237  -1.12175
H  0.96014  -1.38915  -2.48616
H  0.32441  -2.49013  1.31420
H  2.68491  -2.74240  1.26755
O  2.05477  -2.15228  0.78971
H  -0.96846  -1.69392  1.38335
H  -0.69539  -1.26303  -1.80978
O  -0.59577  -2.55342  1.60111
H  2.24246  0.83427  1.99728
H  1.97951  -0.39594  1.06634
O  1.79236  0.56049  1.19065

* gap between HOMO and LUMO (alpha / beta): 5.90 / 5.85 eV
* 2S+1: 2
* total charge: +1
* LUMO energy (alpha / beta): -8.0 / -8.0 eV

The Löwdin scheme yields these atomic charges, measured in e: C 0.00; C 0.12; C -0.17; N 0.25; C -0.03; H 0.15; H 0.10; H 0.14; H 0.16; H 0.10; H 0.12; H -0.02; H 0.02; H 0.04; H -0.03; H 0.10; O 0.05; H -0.03; H 0.02; O -0.05; H 0.06; H -0.01; O -0.08

=====

# C4H15NO3

4 unconnected molecules or ions with the total composition C4H15NO3 in a non-equilibrium geometry (ωB97M-V with the def2-TZVPD basis set, OMol25).

Atoms and positions in Å:
C  0.55388  -2.00684  -1.81728
C  -0.02553  -0.57613  -1.51469
C  0.89182  0.21948  -0.60925
C  1.84416  -0.35017  0.24844
N  0.79461  1.50684  -0.96072
H  -0.23205  -2.56688  -2.41519
H  1.52737  -1.98662  -2.42430
H  0.70637  -2.55030  -0.96099
H  -0.37376  0.06555  -2.38110
H  -1.00649  -0.77926  -0.88228
H  1.74246  -1.31642  0.64305
H  2.64170  0.19528  0.68678
H  0.34556  1.90498  -1.78732
H  1.45992  2.08955  -0.51024
H  -0.95814  2.35257  0.90661
H  -1.19797  2.13353  2.35941
O  -1.60475  2.09698  1.53799
H  -0.53263  -0.24585  2.00303
H  0.90640  0.25736  2.46911
O  -0.06804  0.23137  2.80115
H  -2.20993  0.52028  0.95098
H  -3.04515  -0.76909  0.86947
O  -2.15982  -0.42622  0.78734

* gap between HOMO and LUMO (alpha / beta): 10.64 / 7.05 eV
* 2S+1: 2
* total charge: +1
* LUMO energy (alpha / beta): -3.9 / -7.5 eV

The Löwdin scheme yields these atomic charges, measured in e: C -0.07; C -0.16; C -0.28; C 0.22; N 0.23; H 0.11; H 0.11; H 0.03; H 0.14; H 0.14; H 0.09; H 0.10; H 0.16; H 0.13; H 0.02; H 0.02; O 0.00; H 0.05; H 0.06; O -0.11; H 0.00; H 0.07; O -0.06

=====

# C4H15NSi2

A single C4H15NSi2 molecule in a non-equilibrium geometry (ωB97M-V with the def2-TZVPD basis set, OMol25).

Atoms and positions in Å:
C  -2.68013  1.13087  -0.05745
C  -1.31535  0.46681  0.35385
Si  -1.35327  -1.46755  0.02752
Si  0.23855  1.21400  -0.52181
N  1.60187  0.24246  -0.18418
C  1.97639  0.07588  1.16787
C  2.05358  -0.83884  -1.05812
H  -2.67118  1.04416  -1.12399
H  -3.57807  0.50351  0.25608
H  -2.79233  2.01840  0.40334
H  -1.15245  0.76833  1.45462
H  0.07704  -1.98638  0.46062
H  -1.40300  -1.58241  -1.37719
H  -2.45624  -2.54312  0.47839
H  0.34391  2.38806  0.45326
H  0.44578  1.74807  -1.85192
H  1.64794  0.97857  1.82155
H  1.48954  -0.79561  1.67177
H  3.06040  -0.20521  1.34761
H  3.09831  -0.85182  -0.90153
H  1.60164  -1.79667  -0.76372
H  1.76703  -0.51150  -2.05658

* gap between HOMO and LUMO: 9.29 eV
* 2S+1: 1
* LUMO energy: 0.8 eV

The Löwdin scheme yields these atomic charges, measured in e: C -0.20; C -0.61; Si 0.63; Si 0.56; N -0.42; C -0.22; C -0.14; H 0.05; H 0.08; H 0.02; H 0.08; H -0.06; H -0.10; H -0.06; H -0.01; H -0.03; H 0.09; H 0.06; H 0.09; H 0.06; H 0.04; H 0.07

=====

Calculated ΔE to the lowest compared entry with this formula, charge and spin, 49.3; 24.3; 14.0; 73.9; 72.2; 22.7; 39.8; 102.9; 20.1; 76.2 kcal per mole (same order as the records).
Calculated E_tot, -764.74372; -764.44352; -441.82545; -441.72993; -441.76688; -441.84567; -441.81847; -441.40971; -441.54174; -795.06026 Eh (same order as the records).